Entry from the Open Molecules 2025 dataset: one molecule with the formula C3H7NOS (ωB97M-V/def2-TZVPD).

```
13
C3H7NOS, DFT ωB97M-V/def2-TZVPD
S 0.95520 2.06616 0.15801
O -0.25473 -0.93282 -0.45506
N 0.99399 -0.78338 -0.11358
C 1.61935 0.50855 -0.06018
C -2.56390 -1.41583 -0.21633
C -1.25460 -1.14840 0.51835
H -1.31780 -0.35163 1.24043
H -3.37009 -1.54029 0.59984
H 1.58945 -1.43536 -0.77929
H -1.12653 -2.07753 1.02393
H -2.48491 -2.13786 -1.03384
H 2.69205 0.21723 0.20118
H -2.99067 -0.45281 -0.79598
```

Results
- energy above the lowest of the compared OMol25 structures with the same formula, charge and spin (eV) = 4.030
- maximum force (eV/A) = 5.04
- HOMO energy (Ha) = -0.3196
- energy (hartree) = -646.5639
- frontier orbital gap (eV) = 8.855